Run P
Here is C2H2S3 in the gas phase from OMol25. Energies are from ωB97M-V with the def2-TZVPD basis set.

Structure (SMILES) ... S=CC(=S)S
HOMO-LUMO gap ... 7.27 eV
HOMO level ... -9.026 eV
Charge ... 0

Last column: natural (NBO) charge in e.
Element x y z (Å)
1 C 0.429 0.325 0.172  -0.42
2 C -0.973 -0.152 0.655  -0.32
3 H 2.143 0.222 -1.017  0.15
4 H -1.195 0.183 1.654  0.22
5 S 0.928 -0.218 -1.376  0.16
6 S 1.007 1.447 1.162  0.09
7 S -1.790 -1.319 -0.136  0.12

Run Q
Here is C2H2S3 in the gas phase from OMol25. Energies are from ωB97M-V with the def2-TZVPD basis set.

Structure (SMILES) ... S=CC(=S)S
HOMO-LUMO gap ... 6.68 eV
HOMO level ... -9.311 eV
Charge ... 0

Last column: natural (NBO) charge in e.
Element x y z (Å)
1 C 0.788 0.039 0.002  -0.28
2 C -0.410 -0.769 0.111  -0.37
3 H -1.023 1.508 -0.390  0.15
4 H -0.166 -1.807 0.704  0.26
5 S 0.344 1.892 -0.045  0.00
6 S 2.444 -0.507 -0.187  0.08
7 S -1.977 -0.356 -0.196  0.17

Stability verdict: run P, ahead by 0.0333 hartree

Run P
Here is a 15-piece molecular cluster, C5H36O14 overall from OMol25. Energies are from ωB97M-V with the def2-TZVPD basis set.

HOMO-LUMO gap ... 9.32 eV
HOMO level ... -9.554 eV
Charge ... 0

Last column: natural (NBO) charge in e.
Element x y z (Å)
1 C 2.530 1.361 -1.858  -0.13
2 C 2.594 0.050 -2.038  -0.47
3 C 2.282 2.119 -0.551  -0.51
4 C 2.520 1.398 0.746  -0.19
5 C 2.485 2.109 1.885  -0.38
6 H 2.851 1.927 -2.758  0.21
7 H 3.008 -0.349 -2.960  0.20
8 H 2.040 -0.665 -1.463  0.19
9 H 3.110 2.840 -0.712  0.24
10 H 1.329 2.605 -0.455  0.23
11 H 2.626 0.349 0.673  0.20
12 H 2.268 1.672 2.853  0.21
13 H 2.445 3.205 1.903  0.18
14 H -1.763 1.703 2.156  0.52
15 H -1.266 2.220 0.729  0.48
16 O -1.807 1.612 1.192  -1.01
17 H -2.499 2.833 -1.041  0.50
18 H -1.394 1.772 -0.706  0.48
19 O -1.849 2.242 -1.410  -0.95
20 H 1.487 -0.802 -3.817  0.48
21 H 1.306 -2.356 -3.858  0.47
22 O 1.322 -1.560 -4.398  -0.95
23 H -0.023 4.709 0.565  0.49
24 H -0.293 3.840 -0.700  0.49
25 O -0.471 3.947 0.238  -0.97
26 H -0.035 -4.050 -2.229  0.49
27 H -1.341 -3.299 -2.179  0.50
28 O -0.374 -3.156 -2.160  -0.96
29 H -0.886 2.539 -4.087  0.47
30 H -0.810 2.811 -2.653  0.48
31 O -0.235 2.836 -3.445  -0.97
32 H 0.471 -0.819 -0.203  0.48
33 H -0.123 -2.046 -0.966  0.51
34 O 0.478 -1.775 -0.223  -1.00
35 H -0.252 1.263 4.444  0.48
36 H -1.259 0.350 3.902  0.50
37 O -1.114 1.331 4.006  -0.99
38 H -3.013 -3.755 0.219  0.48
39 H -2.890 -2.312 -0.275  0.48
40 O -3.243 -3.190 -0.522  -0.96
41 H -1.738 -0.391 1.666  0.50
42 H -1.232 -1.743 1.683  0.47
43 O -2.101 -1.300 1.739  -0.97
44 H -0.125 -1.886 3.709  0.49
45 H -1.619 -1.740 3.602  0.49
46 O -0.867 -1.376 4.071  -0.97
47 H 0.709 -3.057 0.936  0.50
48 H 1.260 -4.438 1.460  0.48
49 O 0.755 -3.653 1.691  -1.00
50 H -3.585 -0.270 -1.566  0.47
51 H -3.218 -1.322 -2.599  0.46
52 O -3.730 -0.562 -2.460  -0.93
53 H 2.334 -1.757 2.680  0.48
54 H 1.120 -0.969 2.446  0.46
55 O 1.827 -1.044 3.101  -0.93

Run Q
Here is a 14-piece molecular cluster, C5H36O14 overall from OMol25. Energies are from ωB97M-V with the def2-TZVPD basis set.

HOMO-LUMO gap ... 10.13 eV
HOMO level ... -10.296 eV
Charge ... 0

Last column: natural (NBO) charge in e.
Element x y z (Å)
1 O 0.727 3.026 -1.265  -0.63
2 C 0.575 2.688 -2.452  0.51
3 C -0.073 1.495 -3.080  -0.54
4 C -0.968 0.596 -2.187  -0.42
5 C -2.442 1.101 -2.000  -0.39
6 C -3.202 1.092 -3.436  -0.62
7 H 1.033 3.494 -3.164  0.12
8 H 0.709 0.864 -3.557  0.28
9 H -0.721 1.877 -3.963  0.23
10 H -0.494 0.708 -1.241  0.20
11 H -0.955 -0.485 -2.529  0.23
12 H -2.371 2.185 -1.630  0.19
13 H -2.742 0.467 -1.082  0.23
14 H -3.312 0.018 -3.685  0.23
15 H -2.747 1.572 -4.241  0.20
16 H -4.106 1.664 -3.174  0.21
17 H 0.839 0.512 2.034  0.52
18 H 0.710 -1.097 1.796  0.46
19 O 0.296 -0.324 2.249  -1.01
20 H -1.099 0.449 3.037  0.49
21 H -2.135 0.975 2.094  0.47
22 O -1.978 0.677 2.913  -0.96
23 H 3.850 -0.125 1.356  0.55
24 H 3.710 -1.882 1.611  0.49
25 O 3.698 -1.152 0.980  -1.03
26 H 3.836 -2.175 -0.638  0.48
27 H 3.458 -2.362 -2.032  0.46
28 O 4.287 -2.435 -1.476  -0.95
29 H -1.787 -2.278 -1.953  0.48
30 H -0.959 -2.769 -3.269  0.49
31 O -1.785 -2.537 -2.811  -0.96
32 H 0.389 3.087 0.362  0.50
33 H 0.595 4.130 1.468  0.48
34 O 0.441 3.151 1.300  -0.98
35 H 1.196 -1.896 -0.034  0.47
36 H -0.076 -2.777 0.354  0.49
37 O 0.513 -2.562 -0.427  -0.96
38 H 0.671 0.815 4.832  0.49
39 H -0.300 1.949 4.377  0.51
40 O 0.628 1.585 4.329  -0.95
41 H 1.687 1.819 3.149  0.50
42 H 1.795 2.166 1.618  0.50
43 O 2.209 1.623 2.292  -1.03
44 H -3.520 -2.383 3.068  0.47
45 H -2.741 -1.063 2.730  0.51
46 O -3.355 -1.773 2.407  -0.99
47 H -3.785 -2.948 -0.492  0.46
48 H -4.092 -1.913 0.643  0.50
49 O -4.356 -2.353 -0.123  -0.97
50 H 3.308 0.661 -2.129  0.48
51 H 3.360 1.874 -3.069  0.48
52 O 2.781 1.247 -2.598  -0.95
53 H 1.727 -3.865 2.167  0.49
54 H 1.219 -2.420 2.537  0.45
55 O 0.957 -3.258 2.427  -0.93

Stability verdict: run P, ahead by 0.0438 hartree

Run P
Here is a 9-piece molecular cluster, H18O9 overall from OMol25. Energies are from ωB97M-V with the def2-TZVPD basis set.

Multiplicity ... 2
HOMO-LUMO gap (alpha / beta) ... 10.65 / 3.13 eV
HOMO level (alpha / beta) ... -14.348 / -14.328 eV
Charge ... +1

Last column: natural (NBO) charge in e.
Element x y z (Å)
1 O -3.715 -1.893 5.795  -0.93
2 H -3.985 -2.804 5.678  0.47
3 H -4.278 -1.397 5.201  0.46
4 O -3.929 -1.148 3.044  -1.00
5 H -4.147 -0.222 2.936  0.50
6 H -3.049 -1.146 3.421  0.52
7 O -7.461 -0.244 2.641  -0.91
8 H -7.044 0.569 2.355  0.47
9 H -6.781 -0.911 2.540  0.45
10 O -5.215 -1.298 0.343  -0.92
11 H -4.601 -1.169 1.066  0.48
12 H -4.675 -1.632 -0.373  0.51
13 O -8.300 -4.090 2.611  -0.61
14 H -8.947 -4.689 2.240  0.50
15 H -7.464 -4.385 2.249  0.48
16 O -3.393 -4.580 4.239  -0.93
17 H -4.263 -4.964 4.353  0.47
18 H -2.856 -5.299 3.905  0.49
19 O -3.965 -4.129 -0.455  -0.93
20 H -3.074 -4.460 -0.346  0.50
21 H -4.524 -4.818 -0.096  0.47
22 O -7.009 -2.834 -1.294  -0.91
23 H -7.044 -2.007 -0.814  0.48
24 H -6.311 -3.330 -0.867  0.44
25 O -5.401 -3.346 2.142  -0.59
26 H -4.768 -2.951 2.741  0.53
27 H -5.200 -2.958 1.290  0.51

Run Q
Here is a 9-piece molecular cluster, H18O9 overall from OMol25. Energies are from ωB97M-V with the def2-TZVPD basis set.

Multiplicity ... 2
HOMO-LUMO gap (alpha / beta) ... 10.80 / 2.62 eV
HOMO level (alpha / beta) ... -14.046 / -13.822 eV
Charge ... +1

Last column: natural (NBO) charge in e.
Element x y z (Å)
1 O 0.006 0.880 -3.840  -0.93
2 H 0.250 1.791 -4.003  0.47
3 H -0.320 0.877 -2.940  0.47
4 O -2.148 1.454 2.423  -0.95
5 H -2.162 2.340 2.786  0.49
6 H -1.222 1.211 2.419  0.49
7 O -1.401 1.374 -1.360  -0.98
8 H -2.249 1.131 -1.731  0.51
9 H -1.500 2.295 -1.118  0.50
10 O 3.086 -2.064 -1.649  -0.71
11 H 3.086 -1.282 -1.097  0.48
12 H 3.600 -2.705 -1.157  0.48
13 O -0.396 -3.128 0.541  -0.53
14 H -0.140 -2.227 0.345  0.51
15 H -1.026 -3.048 1.257  0.49
16 O 0.235 -0.335 0.281  -1.00
17 H 1.087 0.020 0.028  0.51
18 H -0.397 0.164 -0.237  0.52
19 O 0.429 0.246 2.888  -0.94
20 H 1.234 0.739 2.728  0.47
21 H 0.334 -0.314 2.118  0.48
22 O -3.593 -0.185 0.419  -0.83
23 H -4.319 -0.381 1.011  0.49
24 H -2.825 -0.137 0.988  0.48
25 O 3.218 0.122 -0.291  -0.98
26 H 3.513 0.799 0.318  0.51
27 H 3.618 0.361 -1.127  0.50

Stability verdict: run Q, ahead by 0.0123 hartree

Run P
Here is a 9-piece molecular cluster, H18O9 overall from OMol25. Energies are from ωB97M-V with the def2-TZVPD basis set.

Multiplicity ... 2
HOMO-LUMO gap (alpha / beta) ... 9.81 / 2.15 eV
HOMO level (alpha / beta) ... -13.602 / -12.778 eV
Charge ... +1

Last column: natural (NBO) charge in e.
Element x y z (Å)
1 O -0.919 2.300 -3.617  -0.90
2 H -1.752 2.262 -3.156  0.46
3 H -0.591 1.398 -3.428  0.48
4 O 0.242 -0.052 -3.266  -0.91
5 H 0.792 -0.204 -2.565  0.46
6 H 1.026 0.319 -3.827  0.48
7 O -0.423 -1.191 3.907  -0.75
8 H -0.275 -2.003 4.091  0.47
9 H -1.115 -1.066 3.164  0.50
10 O -2.307 -1.923 0.858  -0.97
11 H -2.802 -2.679 0.824  0.51
12 H -1.964 -1.491 0.071  0.52
13 O 3.609 1.309 1.569  -0.95
14 H 4.101 1.144 2.344  0.49
15 H 3.545 0.511 1.133  0.46
16 O -2.253 -0.694 -3.022  -0.95
17 H -2.963 -0.388 -3.505  0.47
18 H -1.813 -1.392 -3.548  0.48
19 O 0.575 0.331 0.064  -0.91
20 H 0.481 0.584 0.995  0.48
21 H 1.443 0.868 -0.138  0.50
22 O 1.090 2.337 2.061  -0.95
23 H 1.199 1.620 2.760  0.47
24 H 1.869 2.519 1.628  0.49
25 O 0.260 -2.227 1.479  -0.46
26 H 0.481 -1.251 1.650  0.51
27 H -0.669 -2.273 1.238  0.50

Run Q
Here is a 9-piece molecular cluster, H18O9 overall from OMol25. Energies are from ωB97M-V with the def2-TZVPD basis set.

Multiplicity ... 2
HOMO-LUMO gap (alpha / beta) ... 11.04 / 3.46 eV
HOMO level (alpha / beta) ... -14.450 / -14.332 eV
Charge ... +1

Last column: natural (NBO) charge in e.
Element x y z (Å)
1 O 0.180 0.643 3.340  -0.84
2 H 1.040 1.064 3.370  0.47
3 H -0.106 0.747 2.432  0.47
4 O -2.295 0.146 -1.469  -0.99
5 H -2.546 1.018 -1.774  0.51
6 H -3.084 -0.383 -1.580  0.50
7 O 2.878 2.583 -0.796  -0.91
8 H 3.078 3.089 -0.008  0.47
9 H 2.377 1.832 -0.478  0.45
10 O 0.540 0.236 0.055  -0.68
11 H 1.463 -0.018 0.039  0.51
12 H 0.064 -0.581 -0.099  0.50
13 O -0.238 -1.470 -2.737  -0.62
14 H -0.964 -0.878 -2.541  0.50
15 H -0.079 -1.935 -1.916  0.49
16 O 3.045 -0.380 0.218  -0.96
17 H 3.539 -0.290 1.033  0.51
18 H 3.529 -1.034 -0.285  0.51
19 O -0.598 -3.088 -0.260  -0.98
20 H -1.380 -3.151 0.289  0.50
21 H 0.112 -3.407 0.297  0.49
22 O -1.990 -0.864 1.179  -0.86
23 H -2.097 -0.880 0.228  0.47
24 H -2.060 0.061 1.413  0.50
25 O -1.553 2.294 0.398  -0.95
26 H -0.967 1.728 -0.104  0.47
27 H -1.892 2.918 -0.244  0.48

Stability verdict: run Q, ahead by 0.0735 hartree

Run P
Here is a 2-piece molecular cluster, C5H9ClN2 overall from OMol25. Energies are from ωB97M-V with the def2-TZVPD basis set.

HOMO-LUMO gap (alpha / beta) ... 7.39 / 8.64 eV
HOMO level (alpha / beta) ... -10.279 / -10.701 eV
Charge ... 0

Last column: natural (NBO) charge in e.
Element x y z (Å)
1 C 0.137 2.581 1.517  0.25
2 C -0.848 -1.614 -0.214  -0.57
3 C 0.097 0.385 -1.333  -0.63
4 C 1.211 -0.472 0.687  -0.61
5 C -0.146 -0.246 0.051  0.01
6 N 0.890 3.404 1.779  -0.48
7 N -1.008 0.506 0.933  -0.22
8 Cl -2.404 1.133 0.236  0.23
9 H -0.344 -1.977 -1.079  0.22
10 H -0.814 -2.309 0.552  0.22
11 H -1.887 -1.349 -0.334  0.22
12 H 0.227 1.448 -1.323  0.24
13 H -0.649 0.151 -2.117  0.22
14 H 1.108 -0.021 -1.737  0.22
15 H 1.201 -1.392 1.355  0.22
16 H 1.893 -0.687 -0.195  0.22
17 H 1.337 0.459 1.225  0.25

Run Q
Here is C5H9ClN2 in the gas phase from OMol25. Energies are from ωB97M-V with the def2-TZVPD basis set.

Structure (SMILES) ... [H]/N=C/N1C[C@@H](Cl)[C@@H]1C
HOMO-LUMO gap ... 9.93 eV
HOMO level ... -9.063 eV
Charge ... 0

Last column: natural (NBO) charge in e.
Element x y z (Å)
1 C 0.055 2.021 0.155  -0.65
2 C 0.421 0.499 -0.258  -0.05
3 C 1.593 -0.177 0.427  -0.16
4 C 0.627 -1.419 0.700  -0.22
5 C -1.578 -0.837 -0.286  0.29
6 H -0.893 2.155 -0.446  0.25
7 H 0.956 2.800 0.106  0.23
8 H -0.344 1.954 1.166  0.21
9 H 0.467 0.256 -1.259  0.20
10 H 1.672 0.377 1.404  0.23
11 H 0.798 -2.370 0.051  0.21
12 H 0.709 -1.586 1.790  0.20
13 H -1.919 -1.744 0.046  0.15
14 H -2.919 -0.960 -1.744  0.35
15 N -0.383 -0.467 0.316  -0.45
16 N -2.159 -0.191 -1.274  -0.71
17 Cl 2.897 -0.312 -0.893  -0.08

Stability verdict: run Q, ahead by 0.1106 hartree

Run P
Here is a 2-piece molecular cluster, C4H12NO2 overall from OMol25. Energies are from ωB97M-V with the def2-TZVPD basis set.

Multiplicity ... 2
HOMO-LUMO gap (alpha / beta) ... 9.53 / 5.66 eV
HOMO level (alpha / beta) ... -20.072 / -20.066 eV
Charge ... +2

Last column: natural (NBO) charge in e.
Element x y z (Å)
1 O -1.836 -0.262 -1.980  -0.02
2 C -1.657 0.662 -1.239  0.44
3 C -0.560 0.642 -0.195  -0.07
4 N 0.107 -0.749 -0.276  -0.53
5 C -0.629 -2.005 0.098  -0.43
6 C 0.423 1.709 -0.346  -0.68
7 H -2.423 1.472 -1.058  0.35
8 H -1.211 0.647 0.710  0.31
9 H 0.946 -0.630 0.402  0.51
10 H 0.386 -0.854 -1.187  0.42
11 H -1.418 -2.035 -0.599  0.22
12 H 0.011 -2.869 -0.077  0.28
13 H -0.987 -2.024 1.134  0.26
14 H 1.272 1.369 -0.990  0.27
15 H -0.084 2.603 -0.748  0.28
16 H 0.943 2.018 0.572  0.33
17 H 1.798 0.298 2.599  0.53
18 H 2.935 -0.061 1.486  0.53
19 O 1.983 0.069 1.694  -1.00

Run Q
Here is a 3-piece molecular cluster, C4H12NO2 overall from OMol25. Energies are from ωB97M-V with the def2-TZVPD basis set.

Multiplicity ... 2
HOMO-LUMO gap (alpha / beta) ... 8.58 / 5.39 eV
HOMO level (alpha / beta) ... -19.280 / -19.280 eV
Charge ... +2

Last column: natural (NBO) charge in e.
Element x y z (Å)
1 C -0.108 -1.511 2.044  -0.69
2 C -0.320 -0.496 0.923  0.15
3 C -1.330 0.406 0.625  0.20
4 N -1.330 1.260 -0.515  -0.50
5 C -1.841 2.396 -0.607  0.24
6 H -0.151 -2.437 1.479  0.32
7 H 0.826 -1.175 2.531  0.32
8 H -0.861 -1.825 2.702  0.29
9 H 0.591 -0.577 0.216  0.24
10 H -2.213 0.450 1.321  0.28
11 H -0.534 0.854 -1.200  0.52
12 H -1.662 3.107 -1.526  0.31
13 H -2.262 2.908 0.218  0.25
14 H 1.087 0.008 -1.550  0.46
15 H 1.796 0.668 -2.621  0.55
16 O 0.852 0.583 -2.272  -0.96
17 H 2.797 -1.327 0.136  0.49
18 H 2.035 -1.984 -1.123  0.49
19 O 2.629 -1.305 -0.783  -0.95

Stability verdict: run P, ahead by 0.0571 hartree